The following is a quantum chemistry calculation of a gas-phase ion, C3H7N4O (charge +1) at a distorted geometry, from the Open Molecules 2025 dataset.

CARTESIAN COORDINATES (ANGSTROEM)
C (0.63, -1.16, 0.50)
C (1.22, 0.04, 0.41)
C (-0.87, 0.42, -0.34)
N (-0.83, -0.89, -0.05)
N (0.35, 0.98, -0.07)
N (2.43, 0.51, 0.79)
N (-2.00, 1.01, -0.86)
O (-1.72, -1.80, -0.50)
H (1.20, -2.06, 0.51)
H (0.75, 1.84, -0.38)
H (2.87, 0.00, 1.51)
H (2.31, 1.49, 1.06)
H (-2.44, 0.24, -1.33)
H (-2.09, 1.80, -1.49)
H (-1.80, -2.42, 0.23)

Computed properties:
HOMO-LUMO gap ... 10.0 eV
Energy above the lowest of the compared OMol25 structures with the same formula, charge and spin ... 51.8 kcal/mol
Net charge ... +1
SMILES ... Nc1cn(O)c(=[NH2+])[nH]1

The following is a quantum chemistry calculation of 2 unconnected molecules or ions with the total composition C3H7N4S at a distorted geometry, from the Open Molecules 2025 dataset.

CARTESIAN COORDINATES (ANGSTROEM)
C (0.74, -1.75, 2.47)
C (-0.04, 1.01, -2.03)
C (0.20, -0.45, 2.01)
N (1.17, -2.49, 1.54)
N (0.39, -0.42, 0.57)
N (-0.86, 0.21, -2.74)
N (-0.32, 2.11, -1.42)
S (1.09, -1.69, 0.02)
H (0.85, -2.02, 3.46)
H (-0.87, -0.18, 2.28)
H (0.91, 0.42, 2.39)
H (-0.48, -0.28, -3.58)
H (-1.86, 0.54, -2.79)
H (0.35, 2.67, -0.88)
H (-1.27, 2.33, -1.28)

Computed properties:
HOMO-LUMO gap (spin up / spin down) ... 9.7 / 4.0 eV
Energy above the lowest of the compared OMol25 structures with the same formula, charge and spin ... 85.1 kcal/mol
Net charge ... +1

The following is a quantum chemistry calculation of C3H7N5 in the gas phase at a distorted geometry, from the Open Molecules 2025 dataset.

CARTESIAN COORDINATES (ANGSTROEM)
C (0.79, 1.61, -1.22)
C (-0.61, -0.06, -0.57)
C (-1.58, -1.07, -0.55)
H (1.46, 0.93, -0.90)
H (0.52, 2.69, -0.70)
H (1.04, 1.92, -2.20)
H (-2.44, -0.73, -1.10)
H (0.31, -2.61, 1.38)
H (1.67, 0.63, 1.67)
H (-0.24, -0.13, 2.38)
N (-0.60, 0.85, -1.39)
N (-1.16, -2.12, 0.21)
N (-0.17, -1.82, 0.98)
N (0.46, -0.57, 0.43)
N (0.56, 0.46, 1.59)

Computed properties:
HOMO-LUMO gap ... 8.6 eV
Energy above the lowest of the compared OMol25 structures with the same formula, charge and spin ... 158.7 kcal/mol
Net charge ... 0
SMILES ... C/N=c1/cn[nH]n1N

The following is a quantum chemistry calculation of C3H7N5 in the gas phase at a distorted geometry, from the Open Molecules 2025 dataset.

CARTESIAN COORDINATES (ANGSTROEM)
C (0.09, -1.83, -1.41)
C (0.28, 0.05, 0.03)
C (0.24, 1.11, -0.99)
H (0.77, -2.78, -1.44)
H (0.10, -1.17, -2.32)
H (-1.01, -2.31, -1.44)
H (0.05, 1.13, -2.13)
H (-0.23, 2.70, 1.33)
H (-0.01, -0.54, 2.80)
H (-1.09, -0.39, 1.49)
N (0.21, -1.20, 0.00)
N (0.09, 2.24, -0.39)
N (0.42, 2.06, 0.94)
N (0.63, 0.73, 1.30)
N (-0.54, 0.20, 2.23)

Computed properties:
HOMO-LUMO gap ... 9.1 eV
Energy above the lowest of the compared OMol25 structures with the same formula, charge and spin ... 111.7 kcal/mol
Net charge ... 0
SMILES ... C/N=c1\cn[nH]n1N

The following is a quantum chemistry calculation of a molecular structure, C3H7N5 at a distorted geometry, from the Open Molecules 2025 dataset.

CARTESIAN COORDINATES (ANGSTROEM)
C (0.02, 0.10, 1.27)
C (1.35, 0.61, -0.60)
C (-0.82, -0.02, -2.38)
H (-2.50, -1.15, 2.92)
H (-1.11, -1.75, 3.14)
H (0.88, 0.31, 1.78)
H (2.36, 0.74, 0.13)
H (2.93, 1.09, -1.79)
H (-1.83, -0.12, -2.90)
H (0.35, -0.23, -3.17)
N (-1.51, -0.70, 2.88)
N (-1.12, -0.43, 1.59)
N (0.17, 0.24, -0.15)
N (1.78, 1.11, -1.68)
N (-0.94, 0.21, -1.05)

Computed properties:
HOMO-LUMO gap ... 9.1 eV
Energy above the lowest of the compared OMol25 structures with the same formula, charge and spin ... 165.9 kcal/mol
Net charge ... 0

The following is a quantum chemistry calculation of C3H7N5 in the gas phase, from the Open Molecules 2025 dataset.

CARTESIAN COORDINATES (ANGSTROEM)
C (1.11, -0.31, 0.72)
C (-0.39, 1.37, -0.01)
C (-1.77, -0.70, -0.16)
H (3.84, -0.77, -0.55)
H (2.78, 0.52, -0.78)
H (0.50, -0.71, 1.52)
H (-0.52, 2.42, -0.25)
H (-2.41, 1.23, -0.08)
H (-0.86, -1.26, -0.34)
H (-3.66, -0.67, 0.08)
N (2.89, -0.48, -0.64)
N (2.15, -0.97, 0.40)
N (0.80, 0.97, 0.22)
N (-1.58, 0.67, -0.01)
N (-2.88, -1.31, -0.12)

Computed properties:
HOMO-LUMO gap ... 9.0 eV
Energy above the lowest of the compared OMol25 structures with the same formula, charge and spin ... 37.3 kcal/mol
Net charge ... 0
SMILES ... [H]/N=C\N/C=N\C=N/N

The following is a quantum chemistry calculation of C3H7N5O in the gas phase at a distorted geometry, from the Open Molecules 2025 dataset.

CARTESIAN COORDINATES (ANGSTROEM)
C (1.85, -0.23, -0.47)
C (1.34, -1.41, -0.11)
C (-1.73, -0.21, 0.04)
N (1.12, 0.97, -0.34)
N (0.16, -1.56, 0.59)
N (0.27, 0.84, 0.84)
N (-0.55, -0.30, 0.78)
N (-1.98, 1.22, -0.19)
O (-2.35, -1.19, -0.17)
H (2.71, -0.06, -1.26)
H (1.81, -2.37, -0.42)
H (1.66, 1.87, -0.20)
H (0.42, -2.06, 1.50)
H (-0.47, 1.57, 0.90)
H (-1.33, 1.57, -0.96)
H (-2.91, 1.36, -0.55)

Computed properties:
Spin multiplicity ... 3
<S²> ... 2.006
HOMO-LUMO gap (spin up / spin down) ... 4.9 / 7.8 eV
Net charge ... 0

The following is a quantum chemistry calculation of C3H7N5O2 in the gas phase at a distorted geometry, from the Open Molecules 2025 dataset.

CARTESIAN COORDINATES (ANGSTROEM)
C (0.02, -1.09, -0.11)
C (1.42, 0.56, -0.92)
C (-0.01, 2.29, -0.48)
N (0.70, -0.63, -1.19)
N (0.46, 1.57, -1.41)
N (-0.11, -0.44, 1.09)
N (-0.68, -2.24, -0.17)
N (-0.85, -0.72, 2.15)
O (-1.42, -1.78, 2.29)
O (-0.88, 0.13, 3.00)
H (1.76, 0.68, 0.07)
H (2.28, 0.46, -1.52)
H (0.46, 2.31, 0.46)
H (-0.93, 2.73, -0.57)
H (0.03, 1.48, -2.31)
H (-1.04, -2.71, -1.05)
H (-1.22, -2.58, 0.67)

Computed properties:
HOMO-LUMO gap (spin up / spin down) ... 7.7 / 7.7 eV
Energy above the lowest of the compared OMol25 structures with the same formula, charge and spin ... 102.0 kcal/mol
Net charge ... 0

The following is a quantum chemistry calculation of 2 unconnected molecules or ions with the total composition C3H7N5O3S2 at a distorted geometry, from the Open Molecules 2025 dataset.

CARTESIAN COORDINATES (ANGSTROEM)
C (-1.79, 0.58, 0.72)
C (3.37, 1.30, 0.19)
C (1.98, -0.41, -0.68)
N (4.02, 0.28, -0.27)
N (3.23, -0.70, -0.78)
N (-2.89, 1.27, 1.19)
N (1.57, -2.65, -2.04)
N (-1.03, 0.94, -0.21)
O (-1.64, -0.48, 1.53)
O (0.13, -2.08, -0.13)
O (-0.03, -0.87, -2.32)
S (1.58, 1.11, 0.13)
S (0.72, -1.51, -1.30)
H (3.67, 2.24, 0.35)
H (-1.31, -1.24, 0.95)
H (-2.82, 2.30, 1.16)
H (-2.92, 0.96, 2.14)
H (2.34, -2.86, -1.56)
H (1.61, -2.54, -3.02)
H (-1.15, 1.82, -0.74)

Computed properties:
HOMO-LUMO gap ... 9.9 eV
Energy above the lowest of the compared OMol25 structures with the same formula, charge and spin ... 0.0 kcal/mol
Net charge ... 0
SMILES ... NS(=O)(=O)c1nncs1.[H]/N=C(\N)O

The following is a quantum chemistry calculation of 2 unconnected molecules or ions with the total composition C3H7NO at a distorted geometry, from the Open Molecules 2025 dataset.

CARTESIAN COORDINATES (ANGSTROEM)
C (2.19, 0.05, 0.58)
N (3.04, -0.18, -0.42)
H (2.21, -0.60, 1.45)
H (1.55, 0.93, 0.62)
H (2.89, 0.51, -1.15)
C (-2.30, 0.66, -0.32)
C (-1.76, -0.54, -0.19)
O (-0.79, -0.83, 0.72)
H (-3.13, 0.89, -0.97)
H (-1.95, 1.48, 0.30)
H (-2.02, -1.38, -0.83)
H (0.06, -1.00, 0.21)

Computed properties:
Spin multiplicity ... 2
<S²> ... 0.754
HOMO-LUMO gap (spin up / spin down) ... 3.2 / 7.7 eV
Energy above the lowest of the compared OMol25 structures with the same formula, charge and spin ... 40.9 kcal/mol
Net charge ... -1

The following is a quantum chemistry calculation of 2 unconnected molecules or ions with the total composition C3H7NO at a distorted geometry, from the Open Molecules 2025 dataset.

CARTESIAN COORDINATES (ANGSTROEM)
C (0.64, -0.65, 0.32)
C (1.39, 0.28, 0.92)
C (0.09, -0.08, -1.83)
N (-0.35, -0.47, -0.70)
H (0.67, -1.65, 0.77)
H (1.59, 1.20, 0.39)
H (1.70, 0.01, 1.92)
H (-0.34, -0.38, -2.78)
H (0.84, 0.73, -1.91)
H (-2.49, 0.95, 0.70)
H (-1.56, -0.26, 0.85)
O (-2.17, 0.32, 1.34)

Computed properties:
HOMO-LUMO gap ... 9.8 eV
Energy above the lowest of the compared OMol25 structures with the same formula, charge and spin ... 77.8 kcal/mol
Net charge ... 0
SMILES ... C=CN=C.O

The following is a quantum chemistry calculation of C3H7NO in the gas phase at a distorted geometry, from the Open Molecules 2025 dataset.

CARTESIAN COORDINATES (ANGSTROEM)
C (0.54, -0.89, -0.07)
N (-0.31, 0.23, -0.14)
C (-0.25, 0.98, -1.39)
C (-0.25, 1.02, 1.09)
O (0.29, -1.87, 0.58)
H (1.49, -0.80, -0.64)
H (-0.39, 0.25, -2.18)
H (0.70, 1.49, -1.58)
H (-1.06, 1.71, -1.38)
H (-1.11, 1.70, 0.96)
H (0.66, 1.62, 1.21)
H (-0.57, 0.50, 1.98)

Computed properties:
HOMO-LUMO gap ... 10.3 eV
Energy above the lowest of the compared OMol25 structures with the same formula, charge and spin ... 35.2 kcal/mol
Net charge ... 0
SMILES ... CN(C)C=O

The following is a quantum chemistry calculation of C3H7NO in the gas phase at a distorted geometry, from the Open Molecules 2025 dataset.

CARTESIAN COORDINATES (ANGSTROEM)
C (-1.44, -0.04, 0.86)
C (0.11, -0.03, 0.70)
C (1.55, -0.06, -1.34)
H (-1.91, -0.80, 0.19)
H (-1.72, -0.19, 1.90)
H (-1.77, 0.95, 0.42)
H (0.48, -1.00, 1.13)
H (0.61, 0.83, 1.19)
H (-0.42, 0.55, -1.26)
H (2.36, -0.33, -0.57)
N (0.38, -0.11, -0.73)
O (1.77, 0.22, -2.49)

Computed properties:
HOMO-LUMO gap ... 10.7 eV
Energy above the lowest of the compared OMol25 structures with the same formula, charge and spin ... 28.5 kcal/mol
Net charge ... 0
SMILES ... CCNC=O

The following is a quantum chemistry calculation of C3H7NO in the gas phase at a distorted geometry, from the Open Molecules 2025 dataset.

CARTESIAN COORDINATES (ANGSTROEM)
C (-1.55, 0.12, -0.75)
O (-1.11, -1.22, -0.62)
C (0.06, -1.62, -0.17)
N (0.99, -0.79, 0.33)
C (1.23, 0.65, 0.68)
H (-1.62, 0.63, 0.21)
H (-0.91, 0.68, -1.44)
H (-2.55, 0.03, -1.18)
H (1.53, -1.60, 0.62)
H (2.20, 0.76, 1.18)
H (1.26, 1.29, -0.21)
H (0.47, 1.06, 1.36)

Computed properties:
HOMO-LUMO gap ... 8.8 eV
Energy above the lowest of the compared OMol25 structures with the same formula, charge and spin ... 84.8 kcal/mol
Net charge ... 0

The following is a quantum chemistry calculation of C3H7NO in the gas phase at a distorted geometry, from the Open Molecules 2025 dataset.

CARTESIAN COORDINATES (ANGSTROEM)
C (-1.22, -0.84, 0.53)
C (1.27, 0.30, 0.44)
C (0.36, 0.29, -0.82)
N (-0.99, 0.11, -0.30)
O (-1.84, 1.18, -0.44)
H (-2.23, -0.92, 0.81)
H (-0.55, -1.65, 0.43)
H (0.87, 0.99, 1.20)
H (1.03, -0.70, 0.84)
H (2.36, 0.49, 0.09)
H (0.39, 1.21, -1.21)
H (0.55, -0.48, -1.56)

Computed properties:
HOMO-LUMO gap ... 9.5 eV
Energy above the lowest of the compared OMol25 structures with the same formula, charge and spin ... 95.6 kcal/mol
Net charge ... 0
SMILES ... C=[N+]([O-])CC

The following is a quantum chemistry calculation of C3H7NO in the gas phase, from the Open Molecules 2025 dataset.

CARTESIAN COORDINATES (ANGSTROEM)
C (-1.85, -0.09, -0.99)
O (-1.05, -1.17, -0.50)
C (0.09, -0.80, 0.09)
N (0.46, 0.40, 0.21)
C (1.72, 0.64, 0.89)
H (-2.10, 0.59, -0.17)
H (-1.31, 0.47, -1.75)
H (-2.75, -0.54, -1.41)
H (0.64, -1.69, 0.44)
H (2.24, -0.27, 1.21)
H (2.38, 1.20, 0.22)
H (1.54, 1.27, 1.77)

Computed properties:
HOMO-LUMO gap ... 10.9 eV
Energy above the lowest of the compared OMol25 structures with the same formula, charge and spin ... 33.1 kcal/mol
Net charge ... 0
SMILES ... C/N=C/OC

The following is a quantum chemistry calculation of C3H7NO in the gas phase at a distorted geometry, from the Open Molecules 2025 dataset.

CARTESIAN COORDINATES (ANGSTROEM)
C (1.00, -0.74, 0.63)
C (-0.47, -0.79, 0.16)
C (-1.01, 0.50, -0.42)
N (-0.09, 1.43, -0.79)
O (-2.20, 0.68, -0.51)
H (1.21, 0.17, 1.17)
H (1.66, -0.82, -0.23)
H (1.15, -1.59, 1.29)
H (-0.56, -1.57, -0.57)
H (-1.09, -0.94, 1.04)
H (0.90, 1.36, -0.67)
H (-0.48, 2.31, -1.10)

Computed properties:
HOMO-LUMO gap ... 10.6 eV
Energy above the lowest of the compared OMol25 structures with the same formula, charge and spin ... 3.3 kcal/mol
Net charge ... 0
SMILES ... CCC(N)=O

The following is a quantum chemistry calculation of 2 unconnected molecules or ions with the total composition C3H7NO at a distorted geometry, from the Open Molecules 2025 dataset.

CARTESIAN COORDINATES (ANGSTROEM)
C (0.89, 0.25, 0.70)
C (1.35, -0.40, -0.37)
C (-0.53, 1.72, -0.28)
N (-0.37, 0.94, 0.72)
H (1.32, 0.18, 1.69)
H (0.97, -0.36, -1.38)
H (2.39, -0.73, -0.31)
H (-1.29, 2.49, -0.15)
H (0.27, 1.85, -1.01)
H (-1.92, -2.69, 0.36)
H (-1.46, -1.22, 0.26)
O (-1.62, -2.03, -0.25)

Computed properties:
HOMO-LUMO gap ... 10.2 eV
Energy above the lowest of the compared OMol25 structures with the same formula, charge and spin ... 58.8 kcal/mol
Net charge ... 0
SMILES ... C=CN=C.O

no.,E (hartree)
1,-412.4646
2,-735.3162
3,-392.0461
4,-392.1210
5,-392.0346
6,-392.2396
7,-467.2661
8,-542.5707
9,-1414.3309
10,-248.3911
11,-248.4025
12,-248.4703
13,-248.4811
14,-248.3914
15,-248.3741
16,-248.4738
17,-248.5212
18,-248.4328